{
  "formula": "C60H144F6N21O25P7",
  "method": "ωB97M-V/def2-TZVPD",
  "elements": ["C", "C", "O", "C", "O", "O", "F", "H", "H", "H", "C", "C", "O", "C", "O", "O", "F", "H", "H", "H", "C", "C", "O", "C", "O", "O", "F", "H", "H", "H", "C", "C", "O", "C", "O", "O", "F", "H", "H", "H", "C", "C", "O", "C", "O", "O", "F", "H", "H", "H", "C", "C", "O", "C", "O", "O", "F", "H", "H", "H", "O", "P", "N", "C", "C", "N", "C", "C", "N", "C", "C", "H", "H", "H", "H", "H", "H", "H", "H", "H", "H", "H", "H", "H", "H", "H", "H", "H", "H", "O", "P", "N", "C", "C", "N", "C", "C", "N", "C", "C", "H", "H", "H", "H", "H", "H", "H", "H", "H", "H", "H", "H", "H", "H", "H", "H", "H", "H", "O", "P", "N", "C", "C", "N", "C", "C", "N", "C", "C", "H", "H", "H", "H", "H", "H", "H", "H", "H", "H", "H", "H", "H", "H", "H", "H", "H", "H", "O", "P", "N", "C", "C", "N", "C", "C", "N", "C", "C", "H", "H", "H", "H", "H", "H", "H", "H", "H", "H", "H", "H", "H", "H", "H", "H", "H", "H", "O", "P", "N", "C", "C", "N", "C", "C", "N", "C", "C", "H", "H", "H", "H", "H", "H", "H", "H", "H", "H", "H", "H", "H", "H", "H", "H", "H", "H", "O", "P", "N", "C", "C", "N", "C", "C", "N", "C", "C", "H", "H", "H", "H", "H", "H", "H", "H", "H", "H", "H", "H", "H", "H", "H", "H", "H", "H", "O", "P", "N", "C", "C", "N", "C", "C", "N", "C", "C", "H", "H", "H", "H", "H", "H", "H", "H", "H", "H", "H", "H", "H", "H", "H", "H", "H", "H"],
  "xyz": [[-1.531, 0.256, 0.990], [-0.886, 1.093, -0.128], [0.159, 0.211, -0.595], [0.330, -0.761, 0.350], [1.013, -1.738, 0.146], [-0.538, -0.641, 1.419], [-0.447, 2.219, 0.418], [-2.331, -0.368, 0.594], [-1.943, 0.870, 1.791], [-1.383, 1.267, -1.083], [2.090, 6.688, 3.658], [0.821, 5.974, 3.362], [0.743, 5.042, 4.448], [1.396, 5.459, 5.436], [1.266, 4.955, 6.531], [2.061, 6.551, 5.073], [0.901, 5.271, 2.273], [2.102, 7.709, 3.277], [2.942, 6.167, 3.222], [-0.053, 6.626, 3.365], [-5.534, -2.502, 0.116], [-4.409, -2.881, 1.120], [-4.411, -1.784, 1.981], [-4.879, -0.739, 1.349], [-4.820, 0.403, 1.721], [-5.289, -1.147, 0.092], [-3.242, -2.859, 0.418], [-6.558, -2.743, 0.400], [-5.401, -2.919, -0.882], [-4.611, -3.805, 1.663], [2.760, 0.517, 5.117], [2.290, 0.018, 3.803], [2.791, 0.995, 2.886], [2.741, 2.150, 3.510], [2.892, 3.276, 3.038], [2.708, 1.904, 4.852], [0.967, -0.094, 3.830], [3.826, 0.320, 5.233], [2.204, 0.151, 5.980], [2.757, -0.945, 3.598], [2.909, 1.905, -0.462], [2.408, 3.169, -1.161], [2.000, 2.653, -2.412], [2.431, 1.371, -2.551], [2.300, 0.654, -3.547], [3.162, 1.012, -1.521], [3.438, 3.970, -1.359], [2.033, 1.515, 0.057], [3.644, 1.926, 0.342], [1.598, 3.698, -0.657], [1.852, -6.828, 0.605], [2.981, -7.296, -0.289], [3.346, -8.447, 0.441], [2.701, -8.515, 1.628], [2.724, -9.422, 2.408], [2.042, -7.394, 1.834], [3.957, -6.402, -0.265], [0.931, -7.145, 0.117], [1.906, -5.761, 0.824], [2.697, -7.427, -1.333], [1.180, -2.263, 5.363], [0.590, -3.633, 5.469], [1.720, -4.920, 5.606], [2.843, -4.743, 6.498], [1.480, -6.311, 5.101], [-0.264, -3.933, 4.050], [-1.408, -3.037, 3.846], [0.498, -4.067, 2.838], [-0.604, -3.913, 6.692], [-1.231, -2.775, 7.312], [-1.205, -5.225, 7.065], [2.619, -5.019, 7.528], [3.108, -3.686, 6.503], [3.755, -5.168, 6.077], [0.453, -6.383, 4.745], [1.771, -7.045, 5.853], [2.110, -6.463, 4.225], [-1.094, -1.994, 3.796], [-1.892, -3.349, 2.921], [-2.243, -3.204, 4.527], [1.413, -4.651, 2.935], [-0.087, -4.485, 2.019], [0.693, -3.084, 2.408], [-0.719, -1.826, 7.147], [-2.269, -2.720, 6.986], [-1.207, -2.979, 8.382], [-2.214, -5.265, 6.656], [-1.436, -5.227, 8.131], [-0.629, -6.056, 6.658], [0.259, -6.004, -1.834], [0.273, -5.549, -3.256], [-1.256, -4.923, -3.711], [-1.549, -4.582, -5.159], [-2.129, -4.302, -2.750], [0.564, -6.809, -4.404], [1.873, -7.404, -4.603], [-0.497, -7.890, -4.523], [1.408, -4.338, -3.795], [1.703, -3.226, -2.837], [1.663, -3.970, -5.258], [-2.627, -4.504, -5.301], [-1.177, -5.363, -5.822], [-1.040, -3.692, -5.529], [-3.146, -4.476, -3.101], [-1.988, -3.227, -2.642], [-1.912, -4.755, -1.782], [1.996, -8.104, -3.776], [1.871, -8.122, -5.422], [2.718, -6.722, -4.514], [-0.756, -8.249, -3.527], [-1.424, -7.517, -4.958], [-0.211, -8.775, -5.092], [2.559, -2.595, -3.075], [0.901, -2.496, -2.724], [1.982, -3.651, -1.873], [1.730, -4.879, -5.855], [2.555, -3.372, -5.445], [0.859, -3.287, -5.532], [2.912, 6.197, -3.729], [2.002, 6.261, -4.912], [2.398, 7.447, -6.135], [3.672, 8.179, -6.055], [1.832, 7.334, -7.505], [0.399, 6.645, -4.563], [0.120, 7.524, -3.412], [-0.741, 6.271, -5.472], [1.976, 4.746, -5.765], [3.031, 4.360, -6.744], [1.255, 3.616, -5.194], [3.881, 8.697, -6.991], [4.515, 7.492, -6.115], [3.639, 8.789, -5.152], [1.646, 8.332, -7.903], [0.821, 6.929, -7.457], [2.381, 6.730, -8.228], [-0.942, 7.749, -3.313], [0.423, 6.948, -2.538], [0.734, 8.424, -3.446], [-0.407, 5.538, -6.206], [-1.568, 5.912, -4.859], [-1.120, 7.130, -6.025], [3.729, 5.183, -6.903], [3.602, 3.537, -6.316], [2.584, 4.078, -7.697], [0.560, 3.215, -5.931], [0.628, 3.859, -4.336], [1.965, 2.808, -5.019], [-4.007, 2.196, 7.664], [-2.611, 2.407, 7.199], [-2.107, 4.032, 7.074], [-2.488, 4.819, 5.858], [-1.654, 4.814, 8.212], [-2.333, 1.680, 5.680], [-1.168, 1.888, 4.776], [-3.262, 0.619, 5.163], [-1.330, 1.762, 8.201], [0.115, 1.698, 7.903], [-1.709, 1.282, 9.522], [-1.860, 4.701, 4.974], [-2.768, 5.842, 6.108], [-3.493, 4.463, 5.631], [-0.829, 5.483, 7.965], [-1.303, 4.243, 9.071], [-2.427, 5.480, 8.596], [-0.427, 1.141, 5.062], [-1.409, 1.864, 3.713], [-0.715, 2.856, 4.993], [-2.938, -0.343, 5.559], [-4.303, 0.774, 5.450], [-3.261, 0.604, 4.073], [0.438, 2.615, 7.412], [0.663, 1.421, 8.804], [0.270, 1.031, 7.055], [-1.262, 1.927, 10.279], [-1.150, 0.394, 9.817], [-2.772, 1.068, 9.628], [-2.938, 3.145, -0.941], [-3.603, 4.459, -0.830], [-2.777, 5.485, 0.255], [-1.494, 6.108, -0.269], [-2.754, 5.073, 1.644], [-5.230, 4.378, -0.169], [-6.045, 5.585, 0.183], [-5.662, 3.035, 0.298], [-3.738, 5.344, -2.374], [-4.061, 6.734, -2.554], [-3.869, 4.512, -3.593], [-0.781, 5.325, -0.527], [-1.100, 6.803, 0.473], [-1.784, 6.608, -1.193], [-2.072, 4.227, 1.733], [-3.702, 4.698, 2.029], [-2.426, 5.865, 2.317], [-6.757, 5.217, 0.922], [-5.534, 6.377, 0.731], [-6.516, 5.976, -0.719], [-4.897, 2.293, 0.072], [-5.863, 3.092, 1.368], [-6.618, 2.820, -0.179], [-3.479, 7.061, -3.416], [-5.132, 6.710, -2.755], [-3.693, 7.254, -1.670], [-3.238, 3.630, -3.482], [-3.594, 5.030, -4.511], [-4.848, 4.071, -3.780], [-5.058, 2.539, -5.928], [-4.291, 1.492, -6.621], [-3.492, 2.063, -8.041], [-2.751, 3.368, -8.031], [-3.305, 1.327, -9.250], [-5.162, 0.220, -7.240], [-5.573, -0.877, -6.351], [-6.220, 0.405, -8.174], [-2.994, 0.735, -5.783], [-3.247, 0.502, -4.336], [-1.931, -0.031, -6.475], [-1.679, 3.197, -8.137], [-2.966, 3.993, -7.165], [-3.113, 3.967, -8.866], [-2.411, 1.580, -9.821], [-4.154, 1.479, -9.916], [-3.344, 0.259, -9.039], [-5.927, -1.748, -6.902], [-4.761, -1.260, -5.732], [-6.402, -0.506, -5.749], [-7.093, 0.544, -7.536], [-6.090, 1.342, -8.715], [-6.325, -0.490, -8.788], [-3.580, 1.394, -3.806], [-3.997, -0.281, -4.218], [-2.407, 0.094, -3.775], [-1.301, 0.588, -7.115], [-2.305, -0.736, -7.217], [-1.300, -0.513, -5.728], [7.208, -3.372, 3.666], [6.733, -4.459, 2.734], [5.361, -3.973, 1.795], [4.193, -3.476, 2.415], [5.620, -3.400, 0.498], [6.094, -5.877, 3.557], [6.936, -6.430, 4.600], [5.167, -6.822, 2.933], [7.891, -5.080, 1.582], [7.666, -6.177, 0.628], [9.083, -4.271, 1.229], [4.062, -3.717, 3.470], [3.344, -3.741, 1.785], [4.302, -2.392, 2.418], [6.251, -2.512, 0.514], [4.734, -3.120, -0.073], [6.112, -4.135, -0.140], [6.374, -6.712, 5.490], [7.390, -7.347, 4.223], [7.694, -5.769, 5.020], [5.663, -7.216, 2.047], [4.944, -7.586, 3.678], [4.263, -6.257, 2.703], [7.793, -7.148, 1.107], [6.636, -6.001, 0.318], [8.368, -6.136, -0.205], [8.911, -3.292, 1.677], [9.383, -4.224, 0.182], [9.897, -4.805, 1.718]],
  "lowdin_charge": [-0.057, -0.290, 0.099, -0.491, 0.144, 0.053, 0.091, 0.123, 0.125, 0.153, -0.038, -0.340, 0.144, -0.632, 0.141, 0.099, 0.115, 0.146, 0.146, 0.172, -0.082, -0.278, 0.145, -0.539, 0.163, 0.061, 0.073, 0.141, 0.141, 0.173, -0.061, -0.337, 0.152, -0.518, 0.126, 0.066, 0.078, 0.151, 0.131, 0.153, -0.055, -0.307, 0.115, -0.540, 0.107, 0.104, 0.106, 0.104, 0.146, 0.163, -0.115, -0.311, 0.141, -0.586, 0.167, 0.067, 0.086, 0.124, 0.133, 0.156, -0.274, 0.622, -0.298, -0.125, -0.087, -0.293, -0.098, -0.126, -0.309, -0.140, -0.073, 0.082, 0.068, 0.078, 0.071, 0.087, 0.051, 0.078, 0.070, 0.077, 0.056, 0.089, 0.069, 0.073, 0.072, 0.078, 0.072, 0.077, 0.062, -0.288, 0.628, -0.293, -0.083, -0.135, -0.303, -0.141, -0.090, -0.275, -0.108, -0.081, 0.076, 0.064, 0.047, 0.074, 0.073, 0.070, 0.066, 0.080, 0.080, 0.075, 0.063, 0.077, 0.078, 0.069, 0.062, 0.065, 0.078, 0.049, -0.297, 0.601, -0.299, -0.121, -0.121, -0.294, -0.093, -0.092, -0.301, -0.090, -0.123, 0.074, 0.067, 0.079, 0.079, 0.050, 0.070, 0.068, 0.065, 0.078, 0.056, 0.053, 0.076, 0.066, 0.080, 0.077, 0.069, 0.081, 0.063, -0.302, 0.599, -0.284, -0.094, -0.121, -0.269, -0.081, -0.079, -0.305, -0.077, -0.148, 0.051, 0.082, 0.072, 0.067, 0.074, 0.075, 0.055, 0.069, 0.056, 0.064, 0.073, 0.054, 0.063, 0.089, 0.045, 0.067, 0.063, 0.074, -0.286, 0.656, -0.298, -0.071, -0.126, -0.301, -0.092, -0.119, -0.305, -0.129, -0.122, 0.073, 0.079, 0.035, 0.072, 0.078, 0.074, 0.074, 0.068, 0.067, 0.048, 0.071, 0.078, 0.067, 0.082, 0.072, 0.053, 0.063, 0.067, -0.271, 0.560, -0.298, -0.085, -0.157, -0.328, -0.102, -0.130, -0.273, -0.104, -0.093, 0.070, 0.063, 0.077, 0.086, 0.068, 0.066, 0.084, 0.060, 0.090, 0.084, 0.083, 0.093, 0.062, 0.049, 0.072, 0.067, 0.062, 0.076, -0.314, 0.667, -0.316, -0.135, -0.120, -0.306, -0.140, -0.097, -0.306, -0.106, -0.114, 0.086, 0.075, 0.079, 0.086, 0.085, 0.060, 0.072, 0.077, 0.078, 0.067, 0.094, 0.061, 0.076, 0.049, 0.081, 0.067, 0.073, 0.077],
  "energy_ev": -228367.0043,
  "e_lumo_ev": 0.074,
  "spin_multiplicity": 1,
  "gap_ev": 7.787
}